[1]
ORCA calculation (ωB97M-V with the def2-TZVPD basis set) on the ion C3H6N with charge +1 at a distorted geometry.

## Properties
E_HOMO (spin up / spin down): -15.6 / -15.6 eV
Kohn-Sham gap (spin up / spin down): 8.457 / 8.456 eV
Energy above the lowest of the compared OMol25 structures with the same formula, charge and spin: 300.04 kJ/mol
Charge: +1
Total energy: -172.24433 hartree

Last columns: bonded neighbours and bond lengths (Å).
CARTESIAN COORDINATES (ANGSTROEM)
1 C -0.6825 0.0784 0.1257  C2 1.389, C3 1.845, H5 1.106, H6 1.207
2 C -1.1987 0.2140 -1.1565  C1 1.389, H7 1.061, H8 1.041
3 C 1.1505 -0.0077 0.3187  C1 1.845, N4 1.206, H9 1.048
4 N 1.8740 -0.2460 1.2533  C3 1.206, H10 0.984
5 H -0.9417 0.8490 0.8755  C1 1.106
6 H -0.6875 -1.1032 0.3711  C1 1.207
7 H -1.0073 -0.6370 -1.7600  C2 1.061
8 H -1.6916 1.0168 -1.5983  C2 1.041
9 H 1.4818 0.2902 -0.6296  C3 1.048
10 H 1.7030 -0.4546 2.2000  N4 0.984

[2]
ORCA calculation (ωB97M-V with the def2-TZVPD basis set) on the ion C3H6N with charge +1 at a distorted geometry.

## Properties
Expectation value of S²: 2.01
E_HOMO (spin up / spin down): -12.2 / -18.0 eV
Kohn-Sham gap (spin up / spin down): 8.173 / 9.632 eV
2S+1: 3
Energy above the lowest of the compared OMol25 structures with the same formula, charge and spin: 212.96 kJ/mol
Charge: +1
Total energy: -172.09763 hartree

Last columns: bonded neighbours and bond lengths (Å).
CARTESIAN COORDINATES (ANGSTROEM)
1 C -1.1530 -1.0962 0.3721  C2 1.307, N4 1.447, H5 1.124
2 C 0.0642 -1.5562 0.2534  C1 1.307, N4 1.434, H6 1.060
3 C 0.4291 0.8764 0.0290  N4 1.437, H7 1.054, H8 1.051, H9 1.153
4 N -0.2217 -0.3233 -0.4211  C1 1.447, C2 1.434, C3 1.437, H10 1.188
5 H -2.1731 -0.9262 0.8133  C1 1.124
6 H 0.9068 -2.1721 0.4397  C2 1.060
7 H 0.7791 1.5192 -0.7297  C3 1.054
8 H -0.3786 1.3286 0.5277  C3 1.051
9 H 1.3266 0.8443 0.7523  C3 1.153
10 H -0.2149 -0.3981 -1.6065  N4 1.188

[3]
ORCA calculation (ωB97M-V with the def2-TZVPD basis set) on the molecule C3H6N2 at a distorted geometry.

## Properties
E_HOMO: -8.6 eV
Kohn-Sham gap: 9.482 eV
Energy above the lowest of the compared OMol25 structures with the same formula, charge and spin: 241.99 kJ/mol
Charge: 0
Total energy: -227.33266 hartree
Structure (SMILES): CNCC#N

Last columns: bonded neighbours and bond lengths (Å).
CARTESIAN COORDINATES (ANGSTROEM)
1 C -0.6391 1.3136 -0.1415  N2 1.484, H6 1.111, H7 1.094, H8 1.094
2 N -0.5521 -0.0597 0.4150  C1 1.484, C3 1.610, H9 1.012
3 C 0.1255 -1.3778 -0.2143  N2 1.610, C4 1.413, H10 1.125, H11 1.112
4 C 1.3583 -0.7513 0.0732  C3 1.413, N5 1.155
5 N 2.3619 -0.2285 0.3024  C4 1.155
6 H -0.2581 2.1224 0.5178  C1 1.111
7 H -1.7001 1.5308 -0.2987  C1 1.094
8 H -0.1133 1.4510 -1.0914  C1 1.094
9 H -0.5347 -0.0349 1.4267  N2 1.012
10 H -0.0040 -2.3689 0.3017  C3 1.125
11 H -0.0442 -1.5967 -1.2910  C3 1.112

Repeat the second record exactly.
ORCA calculation (ωB97M-V with the def2-TZVPD basis set) on the ion C3H6N with charge +1 at a distorted geometry.

## Properties
Expectation value of S²: 2.01
E_HOMO (spin up / spin down): -12.2 / -18.0 eV
Kohn-Sham gap (spin up / spin down): 8.173 / 9.632 eV
2S+1: 3
Energy above the lowest of the compared OMol25 structures with the same formula, charge and spin: 212.96 kJ/mol
Charge: +1
Total energy: -172.09763 hartree

Last columns: bonded neighbours and bond lengths (Å).
CARTESIAN COORDINATES (ANGSTROEM)
1 C -1.1530 -1.0962 0.3721  C2 1.307, N4 1.447, H5 1.124
2 C 0.0642 -1.5562 0.2534  C1 1.307, N4 1.434, H6 1.060
3 C 0.4291 0.8764 0.0290  N4 1.437, H7 1.054, H8 1.051, H9 1.153
4 N -0.2217 -0.3233 -0.4211  C1 1.447, C2 1.434, C3 1.437, H10 1.188
5 H -2.1731 -0.9262 0.8133  C1 1.124
6 H 0.9068 -2.1721 0.4397  C2 1.060
7 H 0.7791 1.5192 -0.7297  C3 1.054
8 H -0.3786 1.3286 0.5277  C3 1.051
9 H 1.3266 0.8443 0.7523  C3 1.153
10 H -0.2149 -0.3981 -1.6065  N4 1.188